Entry 1:
This record from the Open Molecules 2025 dataset describes a 2-piece molecular cluster, CH7N2 overall at a distorted geometry. The level of theory is ωB97M-V/def2-TZVPD.

Structure (XYZ):
```
10
Properties=species:S:1:pos:R:3:forces:R:3
C -0.9744 0.3177 0.4608 0.7 -0.3 -1.1
N -0.7077 1.0349 -0.5728 -0.7 -1.2 -0.2
H -0.6021 0.6243 1.4209 -0.1 0.0 0.3
H -1.5394 -0.5978 0.3054 -0.1 0.3 0.3
H -0.9596 0.6926 -1.5062 0.0 0.4 0.4
H -0.0759 1.8017 -0.5235 0.3 0.8 0.1
N 1.2874 -1.1225 0.2036 0.5 -0.3 -1.7
H 2.0958 -0.9422 0.7926 -0.1 -0.1 0.2
H 1.2803 -2.1590 0.0604 0.0 1.2 0.1
H 1.5894 -0.7119 -0.7301 -0.5 -0.8 1.4
```
Positions in Å, forces in eV/Å.

Calculated values
- E_tot: -151.53069 Ha
- Net charge: +1
- Multiplicity: 1

---

Entry 2:
This record from the Open Molecules 2025 dataset describes one molecule with the formula C23H25F3N2O6S at a distorted geometry. The level of theory is ωB97M-V/def2-TZVPD.

Structure (XYZ):
```
60
Properties=species:S:1:pos:R:3:forces:R:3
C -1.6463 -4.0477 -0.6381 -0.3 0.1 0.1
O -0.3486 -4.1154 -1.1924 0.2 0.0 -0.2
C 0.6573 -3.4575 -0.5720 0.3 0.0 0.1
C 0.5425 -2.7414 0.6164 -0.3 -0.2 -0.2
C 1.6611 -2.1452 1.1738 0.2 0.0 -0.1
C 2.9099 -2.2586 0.5817 0.1 0.1 0.1
C 4.1369 -1.6386 1.1891 0.1 0.0 0.1
N 4.5283 -0.4563 0.4362 -0.2 -0.5 -0.2
C 5.1289 0.5964 1.0060 0.1 0.5 -0.6
O 5.4430 0.6638 2.1740 0.1 0.1 0.4
C 5.3612 1.7665 0.0280 0.4 -0.3 0.1
O 4.1347 2.4619 -0.1957 0.0 0.3 0.3
C 3.2874 1.9739 -1.0978 -0.3 0.2 -0.3
O 3.5236 1.0212 -1.7992 0.1 0.0 -0.1
C 2.0107 2.7978 -1.1316 -0.1 0.0 -0.1
C 1.4310 2.9252 0.2852 0.0 -0.2 0.0
C 0.8801 1.5771 0.7478 0.1 0.4 0.6
N -0.1184 1.1298 -0.1964 -0.7 -0.8 0.4
S -1.3701 0.1862 0.3333 0.0 0.8 -0.2
O -1.6040 -0.8659 -0.6065 0.2 0.3 -0.2
O -1.1887 -0.1057 1.7216 0.2 0.1 0.1
C -2.7818 1.3198 0.2188 0.4 -0.2 0.0
C -2.5418 2.6799 0.1706 0.1 0.1 0.0
C -3.5917 3.5807 0.1011 -0.1 -0.1 0.0
C -4.8959 3.1166 0.0771 0.1 0.0 0.0
C -5.1469 1.7568 0.1292 0.2 -0.2 0.0
C -4.0903 0.8543 0.2080 -0.2 -0.2 0.0
C -4.4074 -0.6189 0.2465 -0.6 -0.5 -0.1
F -4.2953 -1.1950 -0.9590 0.1 0.1 -0.2
F -3.6586 -1.3166 1.1017 0.2 0.1 0.2
F -5.6832 -0.8354 0.6261 -0.2 0.2 0.1
C 0.4128 0.8854 -1.5190 -0.1 -0.1 -0.8
C 0.9799 2.1867 -2.0859 0.2 -0.2 0.1
C 3.0148 -2.9582 -0.6180 -0.1 0.0 0.1
C 1.9090 -3.5456 -1.1896 -0.2 0.0 0.0
H -1.9979 -3.0156 -0.5918 0.0 -0.2 0.0
H -1.6743 -4.4951 0.3603 0.0 0.0 0.0
H -2.2800 -4.6227 -1.3113 0.0 0.0 0.1
H -0.4073 -2.6292 1.1114 -0.1 0.0 0.0
H 1.5489 -1.5964 2.0978 0.0 0.1 0.1
H 3.9649 -1.3285 2.2227 0.0 -0.1 -0.1
H 4.9657 -2.3580 1.1803 -0.1 0.1 0.1
H 4.2966 -0.4422 -0.5489 0.1 0.2 0.1
H 5.7648 1.4042 -0.9227 0.0 0.1 0.1
H 6.0332 2.4912 0.4881 -0.1 -0.2 0.0
H 2.2969 3.7944 -1.4870 0.0 -0.1 0.0
H 2.2026 3.2634 0.9760 -0.1 0.0 0.0
H 0.6303 3.6670 0.2727 0.0 0.0 0.0
H 0.4016 1.6517 1.7241 0.2 0.1 0.0
H 1.6960 0.8440 0.8190 0.0 0.0 0.0
H -1.5198 3.0191 0.1822 0.1 0.1 0.0
H -3.3916 4.6407 0.0649 0.0 0.1 0.0
H -5.7205 3.8097 0.0193 -0.1 0.1 0.0
H -6.1617 1.3905 0.1155 0.0 0.0 0.0
H -0.4022 0.5097 -2.1363 0.2 0.0 -0.1
H 1.1974 0.1193 -1.4834 -0.1 0.0 0.0
H 0.1691 2.9011 -2.2369 0.0 0.0 0.0
H 1.4484 1.9771 -3.0473 -0.1 0.0 0.0
H 3.9777 -3.0520 -1.1000 0.1 0.0 -0.1
H 1.9856 -4.0959 -2.1142 0.0 -0.1 -0.1
```
Positions in Å, forces in eV/Å.

Calculated values
- E_tot: -2150.22255 Ha
- Multiplicity: 1

---

Entry 3:
This record from the Open Molecules 2025 dataset describes C29H37N11OPbS as an isolated structure. The level of theory is ωB97M-V/def2-TZVPD.

Structure (XYZ):
```
80
Properties=species:S:1:pos:R:3:forces:R:3
Pb 0.3558 -0.6360 0.5714 -0.1 0.1 -0.1
C -3.1354 -0.8938 -2.5399 0.0 0.0 0.0
C -1.8862 -0.9638 -1.7336 0.0 0.0 0.0
N -1.7651 -0.6340 -0.5132 0.0 0.0 0.0
C -2.6395 0.1794 0.3174 0.0 -0.1 0.0
C -1.9759 1.5743 0.4781 0.0 0.0 0.0
N -0.4930 1.5176 0.3281 0.0 0.1 0.0
C 0.2977 2.5141 1.0657 0.0 0.0 -0.1
C 0.8149 1.9838 2.4090 0.0 0.0 0.0
N 1.4793 0.6712 2.3133 0.1 0.0 0.0
C 2.9323 0.6092 2.0476 -0.1 0.0 0.0
C 3.3123 0.8085 0.5799 0.0 0.0 -0.1
N 2.4659 0.0065 -0.3023 0.1 0.0 0.0
C 2.7779 -0.2970 -1.5042 0.0 0.0 0.0
C 4.0585 0.0367 -2.1865 0.0 0.0 0.0
C 1.7050 -0.9641 -2.3273 0.0 0.0 0.0
C 1.8687 -1.3703 -3.6439 0.0 0.0 0.0
C 0.7481 -1.8094 -4.3396 0.0 0.0 0.0
C -0.5059 -1.7559 -3.7436 0.0 0.0 0.0
C -0.5913 -1.3279 -2.4267 0.0 0.0 0.0
N 0.5100 -1.0142 -1.7535 0.0 0.0 0.0
H -4.0025 -0.6789 -1.9231 0.0 0.0 0.0
H -3.3022 -1.8461 -3.0466 0.0 0.0 0.0
H -3.0423 -0.1101 -3.2944 0.1 0.0 0.0
H -2.7324 -0.3218 1.2834 0.0 0.0 0.0
H -3.6386 0.3008 -0.0962 0.0 0.0 0.0
H -2.2349 1.9930 1.4497 0.0 0.0 0.0
H -2.3559 2.2336 -0.3034 0.0 0.0 0.0
H -0.3090 1.6507 -0.6991 -0.1 -0.1 -0.1
H -0.2873 3.4149 1.2590 0.0 0.0 0.0
H 1.1281 2.8100 0.4238 0.0 0.0 0.0
H -0.0246 1.8695 3.0967 0.0 0.0 0.0
H 1.4964 2.7179 2.8447 0.0 0.0 0.0
H 1.2629 0.1065 3.1284 0.0 0.0 0.0
H 3.2656 -0.3781 2.3712 0.0 0.0 0.0
H 3.4574 1.3480 2.6566 0.0 0.0 0.0
H 4.3660 0.5506 0.4781 0.0 0.0 0.0
H 3.2061 1.8548 0.2841 0.0 0.0 0.0
H 4.7869 0.5098 -1.5376 0.0 0.0 0.0
H 3.8558 0.7112 -3.0225 0.0 0.0 0.0
H 4.5029 -0.8676 -2.6077 0.0 0.0 0.0
H 2.8330 -1.3322 -4.1302 0.0 0.0 0.0
H 0.8467 -2.1507 -5.3621 0.0 0.0 0.0
H -1.3916 -2.0244 -4.3019 0.0 0.0 0.0
N 0.4037 -4.0680 4.7977 0.0 0.0 0.0
C -0.1388 -3.2197 5.7329 0.0 0.0 0.0
C -0.5377 -3.4014 7.0317 0.0 0.0 0.0
C -1.0437 -2.2662 7.6647 0.0 0.1 0.0
C -1.1478 -0.9849 7.0115 0.0 -0.1 0.0
C -0.7502 -0.8133 5.7276 0.0 0.0 0.0
C -0.2267 -1.9515 5.0478 0.0 0.0 0.0
N 0.2420 -2.0615 3.7948 0.0 0.0 0.1
C 0.6119 -3.3557 3.6649 0.1 -0.1 0.0
C 1.1737 -3.9413 2.4704 0.0 0.1 0.1
C 1.6717 -5.2187 2.3805 0.0 0.0 -0.1
S 2.2336 -5.5307 0.8173 0.0 0.0 0.0
C 1.7841 -3.9485 0.3579 0.0 0.0 0.0
N 1.2519 -3.2197 1.2962 0.0 0.1 -0.1
H 0.5648 -5.0552 4.9332 0.0 0.0 0.0
H -0.4689 -4.3492 7.5483 0.0 0.0 0.0
H -1.3739 -2.3422 8.6935 0.0 0.0 0.0
H -1.5549 -0.1599 7.5800 0.0 0.0 0.0
H -0.8263 0.1431 5.2298 0.0 0.0 0.0
H 1.7498 -5.9768 3.1451 0.0 0.0 0.0
H 1.9408 -3.5981 -0.6529 0.0 0.0 0.0
C -1.8591 4.7196 -5.8195 0.0 0.0 0.0
N -1.6646 3.8147 -4.6918 0.0 0.0 0.0
C -0.3947 3.2858 -4.2398 0.0 0.0 0.0
C -0.8409 2.4571 -3.0496 -0.1 0.0 0.2
O -0.0573 1.8174 -2.3131 0.1 0.0 -0.1
N -2.1673 2.5175 -2.8978 0.0 0.0 -0.1
C -2.6142 3.3407 -3.8916 0.0 0.0 0.0
N -3.8987 3.6262 -4.0388 0.0 0.0 0.0
H -0.8861 5.0348 -6.1852 0.0 0.0 0.0
H -2.4008 5.6118 -5.5046 0.0 0.0 0.0
H -2.3914 4.2264 -6.6330 0.0 0.0 0.0
H 0.2943 4.0762 -3.9356 0.0 0.0 0.0
H 0.0906 2.6690 -4.9993 0.0 0.0 0.0
H -4.5571 3.2756 -3.3653 0.0 0.0 0.0
H -4.2324 4.2503 -4.7549 0.0 0.0 0.0
```
Positions in Å, forces in eV/Å.

Calculated values
- E_tot: -2394.56861 Ha
- Net charge: +4
- Multiplicity: 1

---

Entry 4:
This record from the Open Molecules 2025 dataset describes one molecule with the formula C5H9NOS at a distorted geometry. The level of theory is ωB97M-V/def2-TZVPD.

Structure (XYZ):
```
17
Properties=species:S:1:pos:R:3:forces:R:3
C 2.5274 1.0054 -0.0719 0.0 0.8 -0.7
C 1.5871 -0.1672 0.0887 -0.2 -2.2 -2.5
O 1.8651 -1.3662 -0.0472 1.2 0.6 0.8
N 0.2742 0.0820 0.0175 -1.0 2.2 0.9
C -0.3214 1.4098 0.2668 -0.7 -0.4 -2.2
C -1.8020 1.2548 -0.2355 1.0 1.3 -2.3
C -2.3102 -0.1323 0.0977 -0.8 -2.5 0.8
S -0.8189 -1.2605 -0.0285 -0.2 0.6 0.1
H 3.5917 0.5930 -0.3601 -2.3 1.1 0.3
H 1.9498 1.8118 -0.8635 2.3 -2.3 2.3
H 2.5754 1.4315 0.9615 0.2 0.3 -1.0
H -0.1881 1.6940 1.3282 -0.2 0.3 -0.7
H 0.0340 2.1401 -0.5572 0.2 -0.7 2.1
H -1.6992 1.4983 -1.4217 -0.6 -1.1 2.7
H -2.3414 2.1206 0.1609 -0.5 -0.5 0.1
H -2.7125 -0.2483 1.1875 0.7 0.5 -2.0
H -3.0318 -0.7399 -0.5998 1.0 1.9 1.1
```
Positions in Å, forces in eV/Å.

Calculated values
- E_tot: -724.03111 Ha
- Multiplicity: 1

---

Entry 5:
This record from the Open Molecules 2025 dataset describes one molecule with the formula C3H8N2 at a distorted geometry. The level of theory is ωB97M-V/def2-TZVPD.

Structure (XYZ):
```
13
Properties=species:S:1:pos:R:3:forces:R:3
C 1.6119 -0.6699 -0.1438 -0.2 -0.4 0.3
C 0.3353 -0.0331 0.3220 -0.1 1.0 -2.1
N 0.4288 1.3607 0.5146 0.1 -0.1 0.9
C -0.8490 -0.6088 0.0711 0.4 -0.4 0.6
N -2.0740 0.0915 0.2067 -0.5 0.0 -0.6
H 1.4160 -1.7205 -0.3496 0.1 -0.1 0.0
H 2.4196 -0.6066 0.5860 0.0 0.1 0.0
H 1.9477 -0.2133 -1.0802 0.0 0.1 0.1
H -0.4219 1.8511 0.7333 -0.1 -0.1 -0.1
H 1.0477 1.8827 -0.0850 0.0 -0.2 0.0
H -0.8607 -1.6434 -0.2505 -0.1 -0.1 0.3
H -2.1365 0.8125 -0.5114 0.2 0.2 0.2
H -2.8648 -0.5028 -0.0134 0.1 -0.2 0.3
```
Positions in Å, forces in eV/Å.

Calculated values
- E_tot: -228.59158 Ha
- Multiplicity: 1